A 2-piece molecular cluster, C5H14 overall, computed with wB97M-V/def2-TZVPD.

ORCA input file:
```
! RIJCOSX wB97M-V def2-TZVPD def2/J DEFGRID3
* xyz 0 1
C 0.7256 0.3777 1.2404
C -0.2417 1.5177 0.7396
C -0.6963 2.4672 2.0656
H 1.5855 0.9962 1.3785
H 0.8628 -0.3347 0.4215
H 0.5907 -0.2393 2.1156
H 0.2775 1.9280 -0.1497
H -1.1398 1.0683 0.3533
H -0.3820 2.0775 3.1126
H -0.4238 3.3795 1.8586
H -1.7430 2.4808 2.1739
C 0.0844 -2.6911 -2.0801
C -0.0205 -1.2030 -1.8005
H -0.1604 -2.9943 -3.0872
H 1.0699 -3.1991 -1.8794
H -0.5407 -3.3200 -1.4090
H 0.6990 -0.5643 -2.3982
H -0.9622 -0.7057 -1.8102
H 0.4151 -1.0413 -0.8452
*
```

E_HOMO ... -10.851 eV
Energy relative to the best compared isomer or geometry (same formula, charge and spin) ... 178.86 kJ/mol
E_LUMO ... 0.042 hartree
Structure (SMILES) ... CCC.CC
Energy ... -5410.1959 eV
Max |F| ... 6.2 eV/A
Orbital gap ... 12.0 eV